Entry 1:
DFT (ωB97M-V/def2-TZVPD) results for one molecule with the formula C5H9NOS.

Its total charge is 0. The calculation puts the energy relative to the best compared isomer or geometry (same formula, charge and spin) at 12.26 kcal/mol. The value obtained for the LUMO energy is 0.7 eV. As for the orbital gap: 9.9285 eV. Its SMILES is C[C@H]1NC(=O)[C@@]1(C)S.

Geometry (Å):
C  2.32  0.46  -0.05
C  1.08  0.21  0.79
N  0.22  1.38  1.01
C  -0.90  0.85  0.43
O  -2.02  1.26  0.24
C  -0.18  -0.48  0.15
C  -0.74  -1.67  0.92
S  -0.04  -0.81  -1.64
H  3.01  1.08  0.53
H  2.83  -0.49  -0.28
H  2.05  0.96  -0.98
H  1.35  -0.29  1.71
H  0.38  2.27  1.43
H  -1.74  -1.90  0.55
H  -0.80  -1.41  2.00
H  -0.09  -2.54  0.79
H  -1.35  -0.62  -1.88

Atom charges from the Mulliken analysis, given in e for atoms 1 to 5: C -1.4978; C -0.0543; N -0.0808; C 0.0928; O -0.6217

Entry 2:
DFT (ωB97M-V/def2-TZVPD) results for C34H21Br2EuN6O9S2 as an isolated structure.

The spin multiplicity is 7. Its total charge is -2. The calculation puts the energy relative to the best compared isomer or geometry (same formula, charge and spin) at 0.00 kcal/mol. The value obtained for the LUMO energy (spin up / spin down) is 3.9 / 3.9 eV. As for the orbital gap (spin up / spin down): 6.7914 / 6.7939 eV.

Geometry (Å):
Eu  0.87  0.40  -0.28
O  4.91  0.92  1.21
C  3.85  1.24  0.67
O  3.24  0.74  -0.36
C  3.05  2.40  1.23
C  3.51  3.41  2.08
C  2.72  4.53  2.28
C  1.48  4.61  1.66
C  1.02  3.52  0.93
N  1.79  2.45  0.74
C  -0.29  3.42  0.14
O  -1.07  4.37  0.14
O  -0.38  2.33  -0.57
H  4.50  3.32  2.51
H  3.06  5.40  2.87
H  0.92  5.52  1.66
C  -0.69  -2.81  1.56
C  -0.71  -3.02  0.08
C  -1.32  -4.22  -0.38
C  -1.43  -4.46  -1.70
C  -0.97  -3.43  -2.63
C  -1.07  -3.56  -4.05
Br  -1.83  -5.15  -4.80
C  -0.59  -2.59  -4.91
C  -0.04  -1.41  -4.30
Br  0.68  -0.11  -5.51
C  0.06  -1.23  -2.96
O  0.57  -0.17  -2.40
C  -0.40  -2.28  -2.08
N  -0.24  -2.07  -0.72
H  -1.64  -2.47  1.98
H  0.02  -2.09  1.86
H  -0.47  -3.73  2.06
H  -1.65  -4.97  0.32
H  -1.94  -5.34  -2.10
H  -0.64  -2.76  -5.99
O  2.83  -2.56  -0.16
C  2.80  -2.15  0.98
N  2.02  -1.10  1.45
C  2.37  -0.89  2.77
O  1.95  -0.03  3.52
C  3.32  -1.90  3.25
C  3.92  -2.05  4.48
C  4.91  -3.00  4.58
C  5.28  -3.79  3.47
C  4.67  -3.62  2.24
C  3.65  -2.66  2.15
H  3.57  -1.43  5.30
H  5.47  -3.13  5.50
H  6.09  -4.47  3.63
H  4.85  -4.19  1.37
N  -3.61  5.23  -3.97
C  -3.68  3.96  -3.34
C  -4.51  3.83  -2.25
C  -4.62  2.62  -1.59
C  -3.92  1.53  -2.05
C  -3.13  1.62  -3.19
C  -3.02  2.86  -3.81
S  -4.04  0.01  -1.13
O  -4.14  -1.00  -2.17
O  -5.19  0.05  -0.23
N  -2.65  -0.16  -0.42
C  -2.36  0.11  0.85
S  -3.50  0.28  2.26
C  -2.16  0.59  3.32
C  -1.00  0.54  2.64
N  -1.13  0.31  1.25
H  -3.94  5.96  -3.33
H  -2.67  5.44  -4.23
H  -5.00  4.73  -1.85
H  -5.12  2.51  -0.65
H  -2.53  0.78  -3.50
H  -2.31  2.94  -4.64
H  -2.31  0.85  4.35
H  0.01  0.68  2.95

Atom charges from the Mulliken analysis, given in e for atoms 1 to 5: Eu 0.9938; O -0.7720; C 0.3269; O -0.6532; C 0.2569

Entry 3:
DFT (ωB97M-V/def2-TZVPD) results for an isolated ion of composition C4H7NO2S and charge -2.

Its total charge is -2. The calculation puts the energy relative to the best compared isomer or geometry (same formula, charge and spin) at 88.45 kcal/mol. The value obtained for the LUMO energy is 6.0 eV. As for the orbital gap: 5.7695 eV. Its SMILES is O=C[C@@H](C[S-])NC[O-].

Geometry (Å):
O  1.42  1.67  -0.46
C  0.45  1.23  0.11
C  0.18  -0.35  0.14
C  -0.58  -0.76  1.40
S  0.54  -0.21  2.74
N  -0.22  -0.90  -1.16
C  -0.79  0.14  -2.30
O  -1.49  -0.58  -3.13
H  -0.02  1.84  0.95
H  1.20  -0.73  0.23
H  -0.68  -1.89  1.37
H  -1.63  -0.51  1.44
H  -1.11  -1.37  -1.12
H  0.05  0.71  -2.66
H  -1.40  0.93  -1.71

Atom charges from the Mulliken analysis, given in e for atoms 1 to 5: O -0.5609; C 0.0573; C 0.3635; C -1.0338; S -0.7089

Entry 4:
DFT (ωB97M-V/def2-TZVPD) results for H8O4Tl as an isolated structure.

Its total charge is +3. The calculation puts the energy relative to the best compared isomer or geometry (same formula, charge and spin) at 62.19 kcal/mol. The value obtained for the LUMO energy is -21.1 eV. As for the orbital gap: 4.1871 eV.

Geometry (Å):
Tl  0.52  -1.01  -1.29
O  2.22  1.23  -2.19
H  2.54  1.71  -1.42
H  2.02  1.91  -2.83
O  0.21  -1.91  1.51
H  -0.60  -1.98  2.02
H  0.79  -2.57  1.87
O  -2.14  -0.77  -0.05
H  -2.76  -1.07  0.61
H  -2.67  -0.27  -0.68
O  -0.04  1.28  0.56
H  -0.22  1.24  1.50
H  0.14  2.21  0.40

Atom charges from the Mulliken analysis, given in e for atoms 1 to 5: Tl 1.5055; O -0.4034; H 0.4049; H 0.4127; O -0.3539

Entry 5:
DFT (ωB97M-V/def2-TZVPD) results for C43H62AsMnN3O8S2 as an isolated structure.

The spin multiplicity is 6. Its total charge is -2. The value obtained for the LUMO energy (spin up / spin down) is 3.9 / 3.9 eV. As for the orbital gap (spin up / spin down): 5.9420 / 5.9664 eV.

Geometry (Å):
Mn  0.11  0.91  -1.28
C  4.68  -1.23  -1.48
N  3.54  -0.34  -1.45
C  3.73  0.79  -2.36
C  3.33  0.11  -0.10
C  1.56  1.10  1.24
N  0.15  0.77  1.19
C  -0.74  1.85  1.63
C  -2.18  1.47  1.43
C  -3.02  1.30  2.52
C  -4.33  0.84  2.39
C  -4.75  0.52  1.10
C  -3.95  0.67  -0.04
C  -2.64  1.20  0.11
O  -1.86  1.45  -0.90
C  -4.44  0.25  -1.42
C  -5.85  -0.35  -1.39
C  -3.50  -0.81  -2.01
C  -4.49  1.47  -2.35
C  -5.21  0.68  3.62
C  -5.37  2.04  4.33
C  -6.61  0.16  3.28
C  -4.57  -0.31  4.60
C  -0.15  -0.53  1.78
C  0.65  -1.69  1.23
C  1.31  -2.53  2.11
C  1.93  -3.70  1.69
C  1.84  -3.98  0.33
C  1.24  -3.15  -0.61
C  0.60  -1.96  -0.16
O  -0.03  -1.15  -0.95
C  1.21  -3.62  -2.08
C  0.98  -2.50  -3.10
C  0.09  -4.66  -2.23
C  2.54  -4.28  -2.47
C  2.64  -4.67  2.63
C  2.73  -4.12  4.05
C  4.07  -4.93  2.14
C  1.88  -6.00  2.67
H  5.62  -0.73  -1.17
H  4.82  -1.61  -2.49
H  4.51  -2.08  -0.81
H  4.59  1.42  -2.07
H  2.86  1.44  -2.38
H  3.90  0.40  -3.36
H  4.11  0.83  0.21
H  3.34  -0.75  0.58
H  1.71  2.16  1.40
H  2.09  0.53  2.01
H  -0.49  2.73  1.02
H  -0.59  2.10  2.69
H  -2.61  1.52  3.50
H  -5.75  0.13  0.97
H  -5.89  -1.25  -0.76
H  -6.14  -0.64  -2.40
H  -6.59  0.36  -1.02
H  -3.49  -1.70  -1.37
H  -2.48  -0.45  -2.08
H  -3.84  -1.10  -3.01
H  -5.23  2.20  -1.99
H  -4.78  1.17  -3.37
H  -3.52  1.96  -2.38
H  -5.83  2.76  3.66
H  -4.40  2.44  4.63
H  -5.99  1.94  5.22
H  -7.13  0.84  2.60
H  -7.20  0.08  4.19
H  -6.57  -0.82  2.81
H  -3.59  0.04  4.94
H  -4.42  -1.28  4.12
H  -5.20  -0.45  5.49
H  -1.21  -0.73  1.61
H  0.00  -0.49  2.87
H  1.32  -2.25  3.16
H  2.28  -4.91  -0.02
H  0.00  -2.05  -3.01
H  1.11  -2.91  -4.11
H  1.73  -1.71  -2.94
H  -0.87  -4.21  -1.96
H  0.26  -5.52  -1.59
H  0.02  -5.01  -3.27
H  3.36  -3.56  -2.38
H  2.49  -4.60  -3.52
H  2.79  -5.16  -1.88
H  3.25  -3.17  4.08
H  3.27  -4.83  4.69
H  1.73  -3.97  4.49
H  4.62  -4.00  2.06
H  4.07  -5.41  1.16
H  4.60  -5.59  2.83
H  0.85  -5.84  3.02
H  2.36  -6.71  3.35
H  1.83  -6.46  1.68
O  0.23  5.16  -2.67
As  1.58  4.11  -2.08
O  2.49  3.72  -3.40
O  0.71  2.86  -1.38
C  2.31  5.51  -0.95
C  1.80  6.81  -1.00
C  2.41  7.80  -0.25
C  3.53  7.52  0.53
C  4.03  6.23  0.58
C  3.42  5.23  -0.16
S  3.92  3.48  -0.13
O  3.89  3.17  1.33
O  5.30  3.44  -0.69
O  2.07  0.73  -0.04
H  -0.23  4.61  -3.31
H  0.94  7.02  -1.61
H  2.02  8.81  -0.28
H  4.00  8.31  1.11
H  4.89  5.98  1.20
S  0.46  1.56  -5.92
C  -0.72  2.51  -5.14
C  -0.90  2.07  -3.87
N  -0.13  0.98  -3.53
C  0.62  0.61  -4.52
H  -1.19  3.35  -5.63
H  -1.56  2.49  -3.12
H  1.32  -0.21  -4.46

Atom charges from the Mulliken analysis, given in e for atoms 1 to 5: Mn 2.1456; C -1.2925; N 0.9038; C -0.9368; C -2.0701

Entry 6:
DFT (ωB97M-V/def2-TZVPD) results for a 8-piece molecular cluster, C50H44BO18P overall.

Its total charge is 0. The value obtained for the LUMO energy is -1.9 eV. As for the orbital gap: 6.7327 eV. Its SMILES is CCP(CC)[C@@H]1COC(=O)[C@H]1B(O)O.O=C1C=CC(=O)C=C1.O=C1C=CC(=O)C=C1.O=C1C=CC(=O)C=C1.O=C1C=CC(=O)C=C1.O=C1C=CC(=O)C=C1.O=C1C=CC(=O)C=C1.O=C1C=CC(=O)C=C1.

Geometry (Å):
C  -0.89  -0.99  3.25
C  -1.89  -1.44  2.18
P  -3.33  -0.39  1.65
C  -2.75  1.30  2.09
C  -3.89  2.30  2.22
C  -4.58  -0.85  2.95
C  -4.84  -2.35  2.88
O  -6.03  -2.54  3.66
C  -6.78  -1.41  3.58
O  -7.85  -1.32  4.13
C  -6.04  -0.38  2.73
B  -6.63  1.02  3.15
O  -7.40  1.78  2.32
O  -6.41  1.46  4.44
H  -0.35  -1.86  3.65
H  -1.35  -0.47  4.09
H  -0.14  -0.33  2.81
H  -2.27  -2.43  2.43
H  -1.35  -1.58  1.24
H  -2.10  1.59  1.26
H  -2.13  1.32  2.99
H  -3.51  3.32  2.17
H  -4.63  2.18  1.42
H  -4.40  2.19  3.18
H  -4.30  -0.63  3.99
H  -5.04  -2.67  1.85
H  -4.06  -2.99  3.31
H  -6.33  -0.65  1.71
H  -7.47  1.41  1.43
H  -6.98  2.21  4.67
O  3.98  -2.11  -3.27
C  3.19  -1.78  -2.40
C  1.80  -1.38  -2.74
C  0.97  -0.94  -1.80
C  1.41  -0.83  -0.39
O  0.70  -0.35  0.47
C  2.78  -1.28  -0.04
C  3.62  -1.71  -0.98
H  1.54  -1.44  -3.79
H  -0.04  -0.61  -2.02
H  3.02  -1.19  1.01
H  4.63  -2.02  -0.77
O  6.65  2.05  -6.80
C  6.56  1.91  -5.59
C  7.28  2.82  -4.66
C  7.15  2.70  -3.34
C  6.26  1.68  -2.75
O  6.11  1.59  -1.55
C  5.54  0.78  -3.68
C  5.69  0.87  -5.00
H  7.90  3.58  -5.13
H  7.66  3.35  -2.64
H  4.88  0.05  -3.24
H  5.17  0.22  -5.69
O  2.29  6.87  -4.98
C  2.25  5.66  -4.89
C  1.12  4.97  -4.23
C  1.08  3.64  -4.13
C  2.16  2.80  -4.69
O  2.13  1.59  -4.59
C  3.30  3.49  -5.35
C  3.34  4.81  -5.45
H  0.34  5.61  -3.83
H  0.26  3.11  -3.65
H  4.07  2.84  -5.76
H  4.15  5.34  -5.93
O  7.45  -2.31  -5.51
C  7.32  -3.51  -5.42
C  6.09  -4.10  -4.81
C  5.95  -5.42  -4.71
C  7.00  -6.36  -5.18
O  6.87  -7.56  -5.08
C  8.22  -5.76  -5.78
C  8.37  -4.45  -5.89
H  5.35  -3.40  -4.47
H  5.07  -5.88  -4.27
H  8.97  -6.47  -6.12
H  9.25  -3.99  -6.33
O  2.07  5.17  4.35
C  2.22  4.02  4.01
C  1.52  2.91  4.73
C  1.69  1.65  4.36
C  2.56  1.29  3.21
O  2.69  0.13  2.87
C  3.25  2.39  2.49
C  3.09  3.65  2.86
H  0.88  3.21  5.55
H  1.18  0.82  4.85
H  3.88  2.09  1.66
H  3.58  4.48  2.36
O  -1.40  1.00  6.18
C  -2.08  0.28  6.88
C  -3.56  0.28  6.78
C  -4.31  -0.52  7.52
C  -3.69  -1.46  8.50
O  -4.37  -2.20  9.18
C  -2.21  -1.45  8.61
C  -1.46  -0.65  7.86
H  -3.99  0.97  6.07
H  -5.39  -0.54  7.45
H  -1.79  -2.14  9.33
H  -0.38  -0.63  7.92
O  -6.78  -0.11  -0.42
C  -6.93  -0.78  -1.42
C  -6.88  -0.18  -2.77
C  -7.03  -0.92  -3.86
C  -7.25  -2.39  -3.77
O  -7.39  -3.07  -4.76
C  -7.30  -2.99  -2.41
C  -7.15  -2.25  -1.32
H  -6.72  0.89  -2.81
H  -7.01  -0.51  -4.86
H  -7.46  -4.06  -2.38
H  -7.18  -2.66  -0.32

Atom charges from the Mulliken analysis, given in e for atoms 1 to 5: C -0.7526; C -0.5346; P -0.1051; C -0.1756; C -1.2220